[1]
{"formula": "C4H12NO", "method": "ωB97M-V/def2-TZVPD", "energy_ha": -289.33224, "homo_lumo_gap_ev": 11.304, "total_charge": 1, "homo_ev": -14.7, "relative_energy_kcal_mol": 26.7, "smiles": "C[NH2+][C@H](C)CO", "species": ["O", "C", "C", "N", "C", "C", "H", "H", "H", "H", "H", "H", "H", "H", "H", "H", "H", "H"], "xyz": [[2.0430, 1.4400, -0.1961], [1.3932, 0.1909, -0.3027], [-0.0363, 0.2168, 0.2478], [-0.4313, -1.2773, 0.3071], [-1.8894, -1.3971, 0.6113], [-0.8830, 0.9965, -0.7563], [2.0368, 1.7797, 0.7091], [1.4564, 0.0206, -1.3837], [1.9539, -0.5451, 0.2920], [-0.0642, 0.5160, 1.2948], [0.0940, -1.7866, 1.0195], [-0.1382, -1.6722, -0.5900], [-2.1685, -2.4088, 0.9125], [-2.1257, -0.7712, 1.4626], [-2.4777, -1.1032, -0.2488], [-0.2937, 1.9024, -0.9339], [-1.8586, 1.3027, -0.3754], [-0.9854, 0.4944, -1.7217]], "nbo_charge": [-0.688, -0.091, -0.052, -0.503, -0.427, -0.661, 0.478, 0.213, 0.167, 0.225, 0.437, 0.435, 0.246, 0.235, 0.244, 0.274, 0.238, 0.231]}

[2]
{"formula": "C38H100N14O26", "method": "ωB97M-V/def2-TZVPD", "energy_ha": -4229.50385, "homo_lumo_gap_ev": 6.793, "homo_ev": -7.1, "species": ["C", "N", "C", "C", "C", "C", "O", "H", "H", "H", "H", "H", "H", "H", "H", "H", "H", "H", "H", "H", "H", "C", "N", "C", "C", "C", "C", "O", "H", "H", "H", "H", "H", "H", "H", "H", "H", "H", "H", "H", "H", "H", "C", "C", "C", "O", "C", "N", "H", "H", "H", "H", "H", "H", "H", "H", "H", "H", "H", "H", "C", "C", "C", "O", "C", "N", "H", "H", "H", "H", "H", "H", "H", "H", "H", "H", "H", "H", "C", "C", "C", "O", "C", "N", "H", "H", "H", "H", "H", "H", "H", "H", "H", "H", "H", "H", "C", "C", "C", "N", "C", "C", "C", "C", "C", "H", "H", "H", "H", "H", "H", "H", "H", "H", "H", "H", "H", "H", "H", "H", "H", "H", "H", "C", "C", "C", "N", "C", "C", "C", "C", "C", "H", "H", "H", "H", "H", "H", "H", "H", "H", "H", "H", "H", "H", "H", "H", "H", "H", "H", "N", "O", "O", "O", "N", "O", "O", "O", "N", "O", "O", "O", "N", "O", "O", "O", "N", "O", "O", "O", "N", "O", "O", "O", "N", "O", "O", "O"], "xyz": [[1.0757, 4.8546, 3.5961], [0.6161, 6.3268, 3.5121], [0.5942, 6.8746, 1.9994], [-0.7744, 6.4566, 4.0787], [1.5946, 7.2235, 4.3076], [1.2202, 8.6941, 4.5410], [1.4358, 9.4097, 3.3376], [0.6209, 4.3811, 2.7260], [0.8621, 4.4137, 4.5698], [2.1310, 4.9533, 3.3416], [1.6357, 6.9222, 1.6815], [0.1153, 7.8508, 1.9238], [-0.0530, 6.2988, 1.3378], [-1.1992, 7.4467, 3.9133], [-0.6567, 6.2917, 5.1497], [-1.3916, 5.7089, 3.5806], [2.5862, 7.0924, 3.8746], [1.5861, 6.7300, 5.2794], [1.7757, 9.1367, 5.3678], [0.2100, 8.8858, 4.9027], [2.1788, 9.9929, 3.5091], [6.3567, -1.6578, -2.6496], [7.4187, -1.7993, -1.5800], [8.1546, -0.4671, -1.3588], [6.8060, -2.2531, -0.1859], [8.4648, -2.8474, -2.0610], [9.0323, -2.7017, -3.4546], [9.9704, -1.6706, -3.3484], [5.4884, -1.1388, -2.2437], [6.0105, -2.6523, -2.9310], [6.8132, -1.2656, -3.5584], [8.5766, -0.1071, -2.2971], [8.9753, -0.7754, -0.7111], [7.4272, 0.2203, -0.9269], [7.6709, -2.5966, 0.3817], [6.1544, -3.0681, -0.5010], [6.3282, -1.3824, 0.2632], [8.0340, -3.8483, -2.0307], [9.3030, -2.7784, -1.3677], [8.3905, -2.4435, -4.2969], [9.5607, -3.6358, -3.6449], [10.5429, -1.7591, -4.1139], [-0.5743, -6.2855, -0.5723], [0.1796, -5.5632, 0.5488], [-0.7053, -4.7672, 1.4691], [0.0033, -4.0113, 2.4910], [-0.8979, -3.3148, 3.3545], [0.9536, -6.6489, 1.3879], [1.4888, -6.1137, 2.0567], [0.2297, -7.2255, 1.7924], [1.6390, -7.2188, 0.9132], [-1.2868, -7.0098, -0.1776], [0.1124, -6.6294, -1.3458], [-1.2162, -5.5971, -1.1219], [0.9566, -4.8661, 0.2351], [-1.4032, -5.4404, 1.9669], [-1.2915, -4.0506, 0.8938], [-1.5792, -2.6513, 2.8217], [-0.2647, -2.7965, 4.0745], [-1.4652, -3.9453, 4.0392], [-4.6162, 0.6796, 3.6559], [-3.7561, 1.1705, 2.4802], [-4.5413, 1.4414, 1.1872], [-5.2591, 2.6650, 1.2424], [-6.0226, 2.8250, 0.0476], [-2.9824, 2.4257, 2.9150], [-2.3540, 2.8502, 2.2479], [-3.6496, 3.1457, 3.1529], [-2.5036, 2.3514, 3.8012], [-3.7871, 0.4863, 4.3367], [-4.9543, -0.3412, 3.4779], [-5.3294, 1.4431, 3.9664], [-3.0180, 0.3877, 2.3056], [-5.1328, 0.5527, 0.9673], [-3.8211, 1.5181, 0.3727], [-5.3470, 2.6721, -0.7940], [-6.4140, 3.8421, 0.0673], [-6.8852, 2.1592, 0.0747], [-3.9532, -4.3511, -1.2700], [-5.3903, -4.1117, -1.2461], [-6.2066, -4.9965, -0.4014], [-7.5663, -4.6387, -0.6579], [-8.4718, -5.3023, 0.2278], [-5.6249, -2.6553, -0.8590], [-5.1971, -2.0631, -1.5564], [-6.5870, -2.3609, -0.7711], [-5.1871, -2.3791, 0.0082], [-3.3409, -3.7331, -1.9269], [-3.7789, -5.4007, -1.5064], [-3.4569, -4.2362, -0.3064], [-5.8180, -4.0119, -2.2437], [-5.9475, -4.8741, 0.6502], [-6.1191, -6.0326, -0.7283], [-8.4382, -4.9206, 1.2482], [-8.4161, -6.3902, 0.1910], [-9.4939, -4.9987, 0.0011], [1.7444, 1.1754, -3.3806], [0.2472, 1.0250, -3.4573], [-0.2926, 2.4253, -3.8877], [-1.7133, 2.3881, -4.4902], [-2.6720, 2.0375, -3.3021], [-2.1337, 3.7710, -5.0486], [-3.1211, 3.4520, -6.2344], [-3.2580, 1.9348, -6.3242], [-1.9633, 1.3938, -5.6638], [2.1886, 1.3726, -4.3562], [2.2714, 0.3090, -2.9810], [1.9640, 1.9024, -2.5987], [-0.2052, 0.7321, -2.5098], [-0.1285, 0.1771, -4.0301], [0.4442, 2.8185, -4.5882], [-0.3050, 3.0476, -2.9929], [-3.6678, 2.0611, -3.7447], [-2.6476, 2.7608, -2.4870], [-2.5174, 1.0442, -2.8809], [-2.6411, 4.4532, -4.3664], [-1.2839, 4.3936, -5.3285], [-4.1151, 3.8802, -6.1051], [-2.7201, 3.8161, -7.1802], [-4.0373, 1.4249, -5.7579], [-3.4733, 1.6452, -7.3527], [-1.9844, 0.3433, -5.3737], [-1.1203, 1.6939, -6.2861], [-1.6339, -0.8174, -0.3820], [-0.1212, -0.8461, -0.1425], [0.6322, 0.3679, 0.4792], [2.0400, -0.0793, 1.0056], [2.6957, -1.0146, -0.0093], [2.0694, -0.5523, 2.5357], [2.6401, 0.6330, 3.2694], [2.7131, 1.8430, 2.4372], [2.8231, 1.2890, 1.0137], [-2.0086, -0.8301, 0.6415], [-2.1320, -1.6262, -0.9168], [-2.0620, 0.1187, -0.7403], [0.3357, -1.0747, -1.1054], [0.0731, -1.7409, 0.4488], [0.0608, 0.7764, 1.3127], [0.7698, 1.1199, -0.2978], [2.2435, -2.0018, 0.0853], [3.7448, -1.1048, 0.2724], [2.6471, -0.7609, -1.0682], [2.8400, -1.3176, 2.6290], [1.1310, -0.8125, 3.0253], [3.5643, 0.4109, 3.8027], [1.9811, 0.8556, 4.1086], [3.4582, 2.6040, 2.6690], [1.8037, 2.4416, 2.4894], [3.8742, 1.0807, 0.8139], [2.5526, 1.9922, 0.2260], [-4.5098, -3.4588, 2.3560], [-4.2499, -2.4044, 1.8205], [-5.5356, -3.4589, 3.0207], [-3.7440, -4.3872, 2.2672], [-0.1958, 1.4491, 5.4099], [-0.5854, 1.8450, 4.3571], [-0.1034, 0.2598, 5.6091], [0.2628, 2.2238, 6.2014], [-0.7165, 4.1918, -0.0147], [-1.4095, 3.9385, 0.9730], [0.4149, 3.8161, -0.0298], [-1.1958, 4.6245, -1.0128], [4.0715, -4.7360, 2.5904], [5.2983, -4.7905, 2.7979], [3.6104, -3.7021, 2.2130], [3.4156, -5.7735, 2.7291], [-3.6422, -1.5233, -4.0292], [-4.1880, -1.1775, -2.9851], [-2.5680, -2.1296, -4.0265], [-4.2915, -1.2211, -5.0497], [5.2540, 2.3157, -1.5083], [4.2880, 3.0173, -1.8974], [5.1193, 1.1120, -1.5781], [6.3228, 2.8169, -1.1093], [2.5417, -4.3090, -2.0114], [3.6494, -3.8073, -1.9055], [2.4546, -5.5089, -2.1173], [1.4832, -3.6542, -2.0629]], "lowdin_charge": [0.035, -0.303, 0.065, 0.004, -0.091, -0.224, -0.060, 0.077, 0.102, 0.101, 0.111, 0.092, 0.082, 0.099, 0.112, 0.103, 0.137, 0.131, 0.130, 0.115, 0.097, 0.007, -0.304, 0.023, 0.081, -0.098, -0.246, -0.068, 0.087, 0.098, 0.098, 0.098, 0.100, 0.081, 0.102, 0.104, 0.098, 0.139, 0.132, 0.123, 0.129, 0.099, -0.026, -0.263, -0.185, -0.177, -0.096, 0.248, 0.097, 0.152, 0.161, 0.085, 0.082, 0.074, 0.137, 0.122, 0.121, 0.074, 0.086, 0.089, -0.010, -0.271, -0.191, -0.184, -0.077, 0.237, 0.092, 0.150, 0.109, 0.088, 0.083, 0.093, 0.134, 0.131, 0.110, 0.084, 0.092, 0.092, -0.037, -0.318, -0.173, -0.183, -0.091, 0.244, 0.097, 0.161, 0.106, 0.084, 0.100, 0.072, 0.165, 0.129, 0.146, 0.090, 0.091, 0.085, -0.087, -0.219, -0.095, -0.200, 0.042, -0.072, -0.142, -0.162, -0.053, 0.089, 0.068, 0.071, 0.079, 0.111, 0.125, 0.120, 0.097, 0.092, 0.079, 0.125, 0.124, 0.111, 0.110, 0.095, 0.124, 0.119, 0.135, -0.072, -0.213, -0.067, -0.141, 0.011, -0.007, -0.184, -0.161, -0.080, 0.046, 0.069, 0.048, 0.090, 0.100, 0.128, 0.102, 0.083, 0.091, 0.091, 0.113, 0.125, 0.128, 0.097, 0.124, 0.083, 0.116, 0.114, -0.687, -0.088, -0.023, -0.014, -0.733, -0.074, -0.014, -0.022, -0.708, -0.091, -0.003, -0.006, -0.670, -0.067, -0.030, -0.075, -0.642, -0.106, -0.017, -0.052, -0.650, -0.070, -0.079, -0.057, -0.681, -0.056, -0.045, -0.072]}

[3]
{"formula": "C36H26Cl3IIrN6O5", "method": "ωB97M-V/def2-TZVPD", "energy_ha": -3874.24352, "homo_lumo_gap_ev": [4.143, 3.587], "total_charge": 2, "homo_ev": [-9.9, -12.2], "relative_energy_kcal_mol": 0.0, "spin_multiplicity": 6, "species": ["Ir", "C", "C", "N", "C", "C", "C", "O", "C", "C", "N", "C", "C", "C", "C", "C", "C", "I", "C", "O", "H", "H", "H", "H", "H", "H", "H", "H", "H", "H", "H", "H", "C", "O", "C", "C", "C", "C", "C", "C", "C", "N", "C", "C", "N", "C", "C", "C", "C", "N", "C", "C", "N", "C", "C", "C", "C", "H", "H", "H", "H", "H", "H", "H", "H", "H", "H", "H", "H", "H", "H", "Cl", "C", "Cl", "Cl", "C", "O", "O"], "xyz": [[1.0369, -1.8967, 0.6444], [0.1048, -1.5734, -3.9526], [1.4917, -1.9855, -3.5951], [2.3208, -2.2991, -4.5885], [3.5535, -2.6450, -4.2266], [4.0618, -2.7256, -2.9169], [5.5347, -3.0046, -2.7466], [5.8348, -4.1234, -1.9293], [3.2111, -2.4627, -1.8299], [3.6816, -2.5849, -0.5113], [3.0400, -2.2620, 0.6349], [3.8063, -2.2855, 1.8124], [5.2082, -2.1750, 1.8099], [5.9408, -2.2387, 2.9810], [5.3175, -2.3962, 4.2112], [3.9352, -2.4652, 4.2557], [3.2188, -2.4012, 3.0755], [1.1303, -2.4743, 3.1678], [1.8734, -2.0374, -2.2179], [0.9799, -1.6667, -1.3680], [0.0054, -1.5666, -5.0338], [-0.1216, -0.5837, -3.5516], [-0.6230, -2.2652, -3.5225], [4.2315, -2.8746, -5.0441], [6.0061, -2.1511, -2.2522], [5.9998, -3.0996, -3.7313], [5.5506, -4.9284, -2.3750], [4.6561, -3.0362, -0.4148], [5.7321, -2.0118, 0.8800], [7.0178, -2.1522, 2.9296], [5.8939, -2.4472, 5.1238], [3.4223, -2.5686, 5.2029], [-7.1573, 9.1368, 0.4886], [-7.5114, 7.7491, 0.3004], [-6.5991, 6.8178, 0.3480], [-7.0767, 5.4917, 0.1470], [-6.2111, 4.4478, 0.1781], [-4.8260, 4.6657, 0.4100], [-4.3636, 5.9957, 0.6067], [-5.2226, 7.0531, 0.5784], [-3.8838, 3.6143, 0.4566], [-2.5695, 3.7834, 0.6722], [-2.0325, 2.5644, 0.6450], [-3.0190, 1.5861, 0.4075], [-4.1776, 2.2726, 0.2914], [-2.7394, 0.1855, 0.3341], [-3.6859, -0.8182, 0.1007], [-3.2699, -2.1273, 0.0617], [-1.9231, -2.4120, 0.2648], [-1.0101, -1.4705, 0.4926], [-1.3943, -0.1782, 0.5184], [-0.3531, 0.8263, 0.7464], [0.9001, 0.3719, 0.8816], [1.8832, 1.2299, 1.0982], [1.6674, 2.6056, 1.1920], [0.3884, 3.0924, 1.0485], [-0.6525, 2.1885, 0.8194], [-8.0903, 9.6803, 0.4010], [-6.4642, 9.4515, -0.2896], [-6.7305, 9.2795, 1.4798], [-8.1349, 5.3565, -0.0275], [-6.5982, 3.4495, 0.0218], [-3.3082, 6.1500, 0.7809], [-4.8544, 8.0564, 0.7302], [-5.0901, 1.8834, 0.1220], [-4.7304, -0.5766, -0.0494], [-3.9632, -2.9355, -0.1196], [-1.5544, -3.4284, 0.2492], [2.8744, 0.8033, 1.1970], [2.5023, 3.2675, 1.3716], [0.1767, 4.1513, 1.1096], [4.3817, -6.0942, 0.5741], [3.3633, -6.9177, -0.5073], [3.3325, -8.6105, -0.4567], [3.0208, -6.1641, -2.0062], [0.5550, -6.0344, 0.4691], [-0.0382, -7.0011, 0.2513], [1.1366, -5.0509, 0.6892]], "mulliken_spin": [0.970, -0.015, 0.251, 0.074, 0.241, 0.084, 0.047, 0.012, -0.015, 0.337, 0.219, -0.068, 0.085, -0.027, 0.063, -0.033, 0.052, -0.013, 0.290, 0.284, 0.004, 0.013, 0.014, 0.000, 0.002, -0.005, 0.000, 0.066, 0.014, -0.001, 0.005, -0.001, 0.001, 0.108, 0.142, 0.057, -0.022, 0.138, 0.021, 0.050, 0.032, 0.095, 0.100, 0.174, 0.008, -0.014, 0.046, -0.016, 0.020, -0.045, 0.052, -0.004, 0.129, -0.029, 0.008, 0.004, 0.001, 0.000, 0.001, 0.001, -0.002, -0.007, -0.005, 0.000, -0.005, 0.004, 0.000, 0.000, 0.005, 0.001, 0.002, 0.095, 0.723, 0.101, 0.082, -0.002, 0.000, 0.001]}